1.
Entry from the OMol25 dataset: a 12-piece molecular cluster, C22H47Br14Cl8NO overall in a non-equilibrium geometry (the ωB97M-V functional and the def2-TZVPD basis).

Each line ends with the Löwdin charge.
Element x y z (Å)
C: -0.7444 2.7746 -2.5047  -0.147
O: 0.1583 1.8891 -1.8614  -0.228
C: -0.3156 1.3788 -0.6050  -0.196
C: 0.7485 0.3787 -0.2561  -0.340
C: 0.7723 -0.8486 -1.2236  -0.037
N: 0.5356 -0.1690 1.1889  0.025
H: -0.8259 3.7498 -2.0247  0.068
H: -1.7083 2.2681 -2.5544  0.059
H: -0.4314 3.0196 -3.5196  0.022
H: -0.5217 2.1707 0.1151  0.103
H: -1.2966 0.9433 -0.7946  0.094
H: 1.6975 0.9125 -0.2070  0.114
H: -0.2447 -1.2399 -1.2527  0.026
H: 1.4912 -1.5121 -0.7430  0.049
H: 1.2094 -0.5502 -2.1765  0.038
H: 0.9307 -1.0462 1.4961  -0.063
H: 0.8017 0.5090 1.8886  -0.039
Br: 2.2681 -5.6802 0.1302  0.599
C: 1.7859 -3.9176 0.9869  -0.610
C: 3.1031 -3.2670 1.5347  -0.630
Br: 2.8212 -1.7927 2.7878  0.700
H: 1.0455 -4.1148 1.7621  0.041
H: 1.3085 -3.1956 0.3244  0.021
H: 3.7064 -2.9534 0.6828  0.012
H: 3.6473 -4.1024 1.9751  0.043
Br: 4.2184 -3.5078 -2.3398  0.561
C: 3.0188 -4.5634 -3.6003  -0.558
C: 1.7100 -3.6608 -3.6951  -0.673
Br: 0.0990 -4.6691 -4.2880  0.606
H: 2.8864 -5.6025 -3.2989  0.045
H: 3.4436 -4.5483 -4.6040  0.054
H: 1.9506 -2.7986 -4.3170  0.003
H: 1.5066 -3.2496 -2.7063  -0.002
Br: 0.5235 -2.4558 5.3672  0.605
C: -1.0086 -2.7176 4.1480  -0.658
C: -2.0459 -1.6200 4.4936  -0.619
Br: -3.8576 -2.1003 3.7368  0.608
H: -1.5047 -3.6825 4.2532  0.047
H: -0.7473 -2.6302 3.0934  0.041
H: -1.8446 -0.7428 3.8787  -0.019
H: -2.0199 -1.5350 5.5800  0.044
Br: -3.4504 -1.4201 -5.6593  0.640
C: -1.8144 -1.1530 -4.6879  -0.771
C: -1.8215 0.1967 -3.9886  -0.651
Br: -1.6908 1.5825 -5.4196  0.658
H: -0.9266 -1.1333 -5.3200  0.021
H: -1.6452 -1.9987 -4.0213  0.002
H: -1.0665 0.1937 -3.2024  0.041
H: -2.7744 0.3129 -3.4724  0.050
Br: 1.2559 2.4028 3.8721  0.563
C: 0.1316 2.2154 5.5999  -0.575
C: 1.1850 1.7708 6.6137  -0.737
Br: 0.2982 0.9887 8.1578  0.619
H: -0.6915 1.5196 5.4378  0.035
H: -0.4727 3.0847 5.8594  0.039
H: 1.8442 2.6091 6.8393  0.061
H: 1.9320 1.0353 6.3155  0.033
Br: -2.1321 -6.9779 -0.1201  0.569
C: -2.1157 -4.9681 0.0661  -0.617
C: -2.8345 -4.4481 -1.1991  -0.624
Br: -2.8202 -2.4497 -1.1394  0.652
H: -1.1069 -4.5554 0.0607  0.030
H: -2.5423 -4.7631 1.0480  0.047
H: -3.8921 -4.6714 -1.3398  0.052
H: -2.3386 -4.7198 -2.1310  0.020
Br: -2.1997 4.6122 3.7219  0.571
C: -1.6795 5.2139 1.8651  -0.603
C: -2.8896 5.9083 1.2459  -0.680
Br: -2.5244 6.8903 -0.4297  0.628
H: -1.3436 4.2951 1.3844  0.028
H: -0.8412 5.9057 1.9481  0.058
H: -3.2459 6.6644 1.9455  0.041
H: -3.6269 5.1079 1.1837  0.053
Cl: -4.1687 1.5463 0.0358  0.480
C: -3.5212 0.5301 1.4027  -1.030
Cl: -2.3709 1.3673 2.3732  0.559
H: -4.3178 0.0735 1.9901  -0.016
H: -2.9913 -0.2774 0.8974  -0.039
Cl: 3.7304 2.1804 -4.5380  0.510
C: 2.3057 1.2845 -3.9311  -1.004
Cl: 1.8007 -0.1148 -4.9026  0.580
H: 2.4306 1.1352 -2.8586  0.015
H: 1.5571 2.0761 -3.9012  -0.001
Cl: 5.2509 0.4059 2.4199  0.455
C: 4.5730 0.1469 0.7672  -1.018
Cl: 5.1837 1.4370 -0.3144  0.494
H: 4.9038 -0.7718 0.2827  0.016
H: 3.4834 0.1352 0.7914  -0.029
Cl: -0.7320 6.3764 -3.6305  0.547
C: 0.4375 6.7593 -2.4428  -1.086
Cl: 0.1971 8.3486 -1.6506  0.464
H: 0.4509 5.9790 -1.6818  0.011
H: 1.3660 6.6108 -2.9942  0.030

Computed properties:
energy: -40714.0751 a.u.
HOMO level: -9.43 eV
gap between HOMO and LUMO: 9.36 eV
SMILES string: COC[C@H](C)N.BrCCBr.BrCCBr.BrCCBr.BrCCBr.BrCCBr.BrCCBr.BrCCBr.ClCCl.ClCCl.ClCCl.ClCCl


2.
Entry from the OMol25 dataset: C22H47CrNO4Si2 as an isolated structure in a non-equilibrium geometry (the ωB97M-V functional and the def2-TZVPD basis).

Each line ends with the Löwdin charge.
Element x y z (Å)
O: 1.2080 1.8526 2.6858  -0.160
O: 2.9618 3.0314 1.6933  -0.105
C: -0.1827 2.0164 2.2675  -0.179
C: -1.1142 1.8409 3.4461  -0.055
H: -0.4001 1.2779 1.4780  0.125
H: -0.2603 3.0266 1.8499  0.117
H: -1.4183 0.7958 3.5623  0.077
H: -2.0286 2.4111 3.2673  0.092
H: -0.6794 2.1945 4.3903  0.100
C: 1.5662 0.4998 3.1403  -0.187
C: 2.7339 0.6050 4.0797  -0.040
H: 1.7847 -0.1102 2.2469  0.121
H: 0.6720 0.1022 3.6306  0.118
H: 3.6613 0.8182 3.5369  0.060
H: 2.8497 -0.3605 4.5803  0.098
H: 2.5643 1.3675 4.8512  0.102
C: 3.5479 2.3411 0.5344  -0.154
C: 2.4921 4.4079 1.4545  -0.166
C: 4.2678 1.1077 0.9932  -0.049
H: 4.2356 3.0594 0.0719  0.141
H: 2.7480 2.1019 -0.1807  0.121
H: 4.9263 1.3010 1.8468  0.093
H: 4.8952 0.7559 0.1693  0.102
H: 3.5758 0.2951 1.2402  0.070
C: 2.9731 5.3019 2.5641  -0.043
H: 1.3962 4.3725 1.4175  0.121
H: 2.8680 4.7252 0.4767  0.135
H: 2.5707 4.9879 3.5315  0.089
H: 2.6339 6.3205 2.3687  0.095
H: 4.0649 5.3105 2.6242  0.094
H: 2.1437 2.4564 2.1755  0.040
Cr: -1.0086 -1.7232 -1.4021  0.725
C: 0.3036 -0.3178 -1.5582  -0.343
Si: -0.1565 1.1983 -2.5791  0.423
H: 1.2234 -0.7808 -1.9897  0.038
H: 0.6228 0.0045 -0.5414  -0.001
C: -1.4012 2.3371 -1.7493  -0.173
C: -0.8645 0.7064 -4.2404  -0.164
C: 1.4263 2.1556 -2.9114  -0.184
C: -2.9208 -1.1109 -1.0123  -0.339
Si: -3.8327 -2.3541 -2.0734  0.400
H: -3.1451 -0.0640 -1.2821  -0.013
H: -3.1569 -1.2228 0.0657  -0.002
C: -3.8733 -1.6788 -3.8272  -0.174
C: -5.5845 -2.6305 -1.4516  -0.182
C: -2.9751 -4.0341 -2.0959  -0.182
H: 1.3481 2.6574 -3.8861  0.035
H: 2.2813 1.4674 -2.9507  0.033
H: 1.6310 2.9175 -2.1483  0.010
H: -2.3566 1.8384 -1.5485  0.013
H: -1.6008 3.1860 -2.4222  0.044
H: -1.0215 2.7394 -0.7989  0.010
H: -1.9608 0.6786 -4.2416  0.022
H: -0.4873 -0.2736 -4.5601  0.043
H: -0.5394 1.4595 -4.9735  0.037
H: -5.9640 -1.7373 -0.9388  0.030
H: -5.6236 -3.4722 -0.7460  0.031
H: -6.2564 -2.8572 -2.2912  0.032
H: -2.6742 -4.3565 -1.0890  0.031
H: -2.0831 -4.0606 -2.7405  0.026
H: -3.6973 -4.7704 -2.4785  0.048
H: -4.7748 -2.0447 -4.3381  0.036
H: -2.9965 -2.0036 -4.4044  0.037
H: -3.9007 -0.5812 -3.8305  0.023
O: 1.7184 -4.4921 -2.2200  0.099
C: 0.8114 -3.8062 -1.7686  -0.531
O: 0.0326 -2.9662 -2.4400  -0.167
C: 0.4821 -3.8541 -0.3039  -0.141
C: 0.9390 -4.8389 0.5652  0.039
C: 0.4472 -4.8510 1.8736  -0.016
C: -0.4556 -3.8555 2.2663  -0.036
C: -0.8379 -2.8703 1.3550  -0.074
N: -0.3829 -2.8688 0.0710  0.004
H: 1.6558 -5.5522 0.1729  0.134
H: 0.7586 -5.6227 2.5718  0.120
H: -0.8705 -3.8273 3.2697  0.113
H: -1.5359 -2.0805 1.6278  0.113

Computed properties:
<S²>: 3.81
energy: -2845.4034 a.u.
HOMO level (alpha / beta): -10.32 / -10.77 eV
net charge: +1
gap between HOMO and LUMO (alpha / beta): 7.51 / 7.86 eV
multiplicity: 4


3.
Entry from the OMol25 dataset: a 2-piece molecular cluster, C22H47F2IN5O2PS2Si2 overall in a non-equilibrium geometry (the ωB97M-V functional and the def2-TZVPD basis).

Each line ends with the Löwdin charge.
Element x y z (Å)
C: -2.4454 5.0179 3.1126  -0.032
C: -2.5067 4.0227 1.8572  -0.295
F: -3.1116 2.8628 2.4405  -0.079
C: -1.1033 3.7185 1.2026  -0.471
P: -0.4561 2.1804 2.1968  0.599
O: -0.6135 2.4959 3.8551  -0.371
I: 1.9616 1.8735 1.8233  0.502
C: -0.0164 4.8686 1.4966  -0.170
C: 0.9316 5.1412 0.2268  -0.160
N: -0.0991 5.3379 -0.8655  0.059
C: -0.3788 3.9103 -1.1233  -0.264
N: 0.2533 3.4819 -2.1899  0.144
C: 0.1871 2.0527 -2.5640  -0.103
C: 1.3518 1.5608 -3.5099  -0.134
F: 1.7931 0.3311 -2.9791  -0.060
N: -1.1257 3.2211 -0.1898  -0.019
C: -2.2486 2.3858 -0.5912  -0.185
C: -3.5529 3.0899 -1.1687  -0.204
C: -4.7666 2.2034 -0.6598  -0.449
S: -4.8588 0.6411 -1.6854  0.851
C: -5.4312 -0.6302 -0.4930  -0.987
S: -6.7743 -0.2449 0.4410  0.649
N: -4.8156 -1.9239 -0.3229  -0.204
C: -3.9708 -2.0053 0.8858  -0.143
C: -2.5706 -1.2495 0.7625  -0.160
O: -2.2666 -0.7790 -0.5576  -0.221
C: -2.5473 -1.7677 -1.5589  -0.181
C: -4.0326 -2.3511 -1.5026  -0.163
H: -1.5669 4.8202 3.7753  0.080
H: -3.4386 4.9164 3.6153  0.098
H: -2.3913 6.0641 2.6792  0.087
H: -3.2237 4.5340 1.1480  0.143
H: -0.3817 1.6764 4.3247  0.057
H: -0.4960 5.8896 1.6228  0.113
H: 0.5583 4.6271 2.4260  0.087
H: 1.5146 6.0691 0.4473  0.130
H: 1.5862 4.2588 0.0162  0.062
H: -0.9276 5.7955 -0.4804  0.118
H: 0.8146 4.0984 -2.7828  0.181
H: 0.0985 1.3904 -1.6626  0.138
H: -0.7703 1.9291 -3.1618  0.139
H: 2.2106 2.2838 -3.5600  0.127
H: 0.9944 1.3417 -4.5506  0.130
H: -2.5711 1.7702 0.3045  0.096
H: -2.0161 1.5696 -1.3423  0.105
H: -3.5409 2.9568 -2.2955  0.103
H: -3.6605 4.1813 -0.9465  0.104
H: -5.7544 2.7446 -0.6966  0.085
H: -4.6405 1.8503 0.3988  0.060
H: -4.5446 -1.7041 1.7993  0.114
H: -3.7255 -3.1043 1.0227  0.135
H: -1.7444 -1.8751 1.2110  0.135
H: -2.6536 -0.3241 1.4141  0.105
H: -1.8128 -2.6304 -1.5124  0.112
H: -2.4209 -1.3012 -2.5787  0.121
H: -3.9242 -3.4770 -1.4157  0.135
H: -4.6352 -2.1762 -2.4332  0.119
C: 0.9073 -3.7206 -1.0779  -0.209
Si: 2.6230 -3.4095 -0.3357  0.197
C: 2.3493 -2.4666 1.2712  -0.210
C: 3.5342 -2.2843 -1.5404  -0.197
N: 3.4082 -4.9134 -0.1021  -0.252
Si: 4.9900 -5.0197 0.5578  0.206
C: 5.1061 -4.3362 2.3101  -0.210
C: 6.2911 -4.1643 -0.5042  -0.209
C: 5.4910 -6.8416 0.6559  -0.214
H: 0.3871 -2.7665 -1.2383  -0.012
H: 0.9896 -4.2292 -2.0415  0.019
H: 0.2998 -4.3319 -0.4063  0.016
H: 1.6621 -1.6266 1.1059  -0.021
H: 3.2794 -2.0501 1.6621  0.000
H: 1.9071 -3.1150 2.0312  0.022
H: 3.7893 -2.8236 -2.4555  0.026
H: 4.4505 -1.8817 -1.1042  0.004
H: 2.9039 -1.4319 -1.8165  -0.016
H: 5.0413 -3.2462 2.3259  -0.003
H: 6.0662 -4.6104 2.7627  0.011
H: 4.3105 -4.7440 2.9379  0.020
H: 6.1979 -4.4680 -1.5496  0.021
H: 7.2972 -4.4342 -0.1628  0.011
H: 6.2093 -3.0774 -0.4454  -0.003
H: 5.4864 -7.2964 -0.3372  0.012
H: 4.8013 -7.3960 1.2977  0.012
H: 6.4985 -6.9356 1.0738  0.008

Computed properties:
energy: -3504.7127 a.u.
HOMO level: -4.86 eV
gap between HOMO and LUMO: 3.11 eV


4.
Entry from the OMol25 dataset: a 4-piece molecular cluster, C22H47F2NO13S3 overall in a non-equilibrium geometry (the ωB97M-V functional and the def2-TZVPD basis).

Each line ends with the Löwdin charge.
Element x y z (Å)
C: 3.5518 0.2820 0.9550  -0.127
C: 3.0330 -0.7332 -0.2680  -0.148
C: 3.4487 -0.0241 -1.7267  -0.136
F: 4.0354 -1.0732 -2.6164  -0.078
C: 2.1248 0.5743 -2.4760  -0.271
F: 1.4515 1.4740 -1.4653  -0.057
C: 0.9799 -0.6080 -2.7848  -0.082
C: -0.5097 0.0430 -3.0112  -0.180
C: -1.5136 -0.3616 -1.7787  -0.197
C: -1.6733 0.8195 -0.6319  -0.199
C: -2.1127 2.2844 -1.2418  -0.269
N: -2.9203 3.1040 -0.2204  -0.063
O: 2.3505 1.2174 -3.7736  0.013
C: 3.6457 1.8850 -3.8860  -0.183
O: 4.6561 1.1840 -4.4723  0.011
C: 4.0150 3.4229 -3.4380  -0.073
O: 2.9205 4.3930 -3.5927  -0.072
C: 2.0296 4.4322 -2.4246  -0.269
C: 2.4699 4.5408 -0.8504  -0.028
O: 0.6967 4.3151 -2.6751  -0.032
H: 2.7638 0.3035 1.8516  0.093
H: 3.6404 1.4062 0.5977  0.064
H: 4.6231 -0.0539 1.2947  0.082
H: 3.5172 -1.7943 -0.1454  0.108
H: 1.8465 -0.7612 -0.1388  0.116
H: 4.2489 0.8029 -1.4074  0.158
H: 1.3072 -1.0604 -3.8394  0.139
H: 1.0208 -1.4976 -2.0290  0.111
H: -0.4204 1.2107 -3.1944  0.121
H: -0.9365 -0.4038 -4.0282  0.121
H: -2.5997 -0.5918 -2.2035  0.121
H: -1.0621 -1.3023 -1.2141  0.105
H: -0.6917 0.9055 -0.0007  0.104
H: -2.5247 0.4576 0.0939  0.097
H: -2.7105 2.2337 -2.2482  0.118
H: -1.1335 2.8984 -1.4451  0.096
H: -2.2473 3.6632 0.3819  0.065
H: -3.3825 2.4318 0.4554  0.057
H: 4.5237 3.4247 -2.3711  0.139
H: 4.8735 3.7785 -4.1874  0.168
H: 1.9920 5.5250 -0.3987  0.108
H: 3.6506 4.5286 -0.6999  0.085
H: 2.0733 3.6397 -0.1761  0.099
C: -6.0024 7.3105 2.0863  -0.078
C: -4.4881 7.3187 2.1885  -0.275
O: -4.0543 7.0330 3.5115  -0.269
S: -4.1551 5.4976 4.0520  0.624
C: -3.2021 5.7094 5.5317  -0.126
O: -3.4209 4.6341 3.1488  -0.296
O: -5.5255 5.2253 4.4317  -0.288
H: -6.4055 6.3092 2.2635  0.070
H: -6.3267 7.6305 1.0919  0.082
H: -6.4438 7.9739 2.8370  0.085
H: -4.0384 6.6201 1.4753  0.117
H: -4.1199 8.3184 1.9384  0.123
H: -2.1718 5.9512 5.2634  0.074
H: -3.2339 4.7693 6.0879  0.077
H: -3.6485 6.5072 6.1285  0.075
C: -0.5127 -5.4072 2.1804  -0.075
C: -1.9822 -5.7834 2.1303  -0.273
O: -2.8122 -4.6888 2.4953  -0.267
S: -3.0127 -3.4711 1.4291  0.617
C: -4.3388 -2.6452 2.2669  -0.122
O: -3.5196 -4.0162 0.1857  -0.288
O: -1.8463 -2.6146 1.4740  -0.300
H: -0.2706 -4.6554 1.4236  0.066
H: 0.1189 -6.2813 1.9976  0.064
H: -0.2566 -4.9787 3.1548  0.090
H: -2.2602 -6.1665 1.1429  0.117
H: -2.1695 -6.5837 2.8526  0.124
H: -5.2176 -3.2930 2.2739  0.076
H: -4.5569 -1.7236 1.7217  0.076
H: -4.0206 -2.4067 3.2836  0.076
C: 4.0349 -4.1985 -1.5584  -0.072
C: 2.6767 -4.8745 -1.5163  -0.270
O: 2.7997 -6.2905 -1.5259  -0.263
S: 3.2963 -7.0406 -0.1656  0.629
C: 2.9318 -8.7006 -0.6696  -0.124
O: 2.4055 -6.6807 0.9194  -0.294
O: 4.7338 -6.9063 -0.0566  -0.286
H: 4.6053 -4.3992 -0.6470  0.075
H: 3.9267 -3.1142 -1.6533  0.037
H: 4.6272 -4.5736 -2.3993  0.093
H: 2.0953 -4.5433 -0.6495  0.112
H: 2.1120 -4.5948 -2.4108  0.126
H: 1.8524 -8.8097 -0.7916  0.075
H: 3.2907 -9.3744 0.1122  0.078
H: 3.4543 -8.9087 -1.6053  0.076

Computed properties:
energy: -3293.2758 a.u.
HOMO level: -8.77 eV
gap between HOMO and LUMO: 8.53 eV
SMILES string: CC[C@@H](F)[C@](F)(CCCCCN)OC(=O)COC(C)=O.CCOS(C)(=O)=O.CCOS(C)(=O)=O.CCOS(C)(=O)=O